Entry w
20
Properties=species:S:1:pos:R:3 method="wB97M-V/def2-TZVPD" total_charge=+1 homo_lumo_gap_ev=9.97 smiles=C[NH2+][C@]1(C)S[C@]1(C)S
C 1.648 1.746 -0.703
N 0.553 1.309 0.234
C 0.028 -0.102 -0.048
C 0.972 -1.178 0.408
S -0.535 -0.123 -1.821
C -1.380 -0.248 -0.134
C -2.038 -1.514 0.019
S -2.396 1.204 0.282
H 2.372 1.024 -0.783
H 1.223 1.873 -1.758
H 2.182 2.633 -0.389
H -0.302 1.921 0.126
H 1.008 1.532 1.225
H 2.017 -0.974 0.277
H 0.887 -2.017 -0.247
H 0.656 -1.448 1.442
H -2.626 -1.685 -0.872
H -2.655 -1.568 0.819
H -1.395 -2.378 0.013
H -2.744 1.566 -0.916



Entry x
20
Properties=species:S:1:pos:R:3 method="wB97M-V/def2-TZVPD" total_charge=+1 homo_lumo_gap_ev=9.41
C 0.020 -0.091 -0.189
C 1.330 0.259 0.036
C -1.425 1.341 0.383
C 1.501 1.798 0.026
C -1.347 -2.055 -0.724
N -0.626 -1.356 0.339
S 0.847 -0.146 -1.760
S 2.440 -0.770 1.029
H -2.146 1.657 -0.317
H -0.819 2.261 0.646
H -1.945 0.996 1.271
H 1.244 2.274 0.975
H 0.808 2.243 -0.699
H 2.476 2.070 -0.315
H -1.794 -2.921 -0.325
H -2.136 -1.453 -1.187
H -0.612 -2.531 -1.451
H 0.075 -1.998 0.851
H -1.338 -1.079 1.160
H 3.448 -0.499 0.252



Short version: entry w is the most stable of them.



Entry w
15
Properties=species:S:1:pos:R:3 method="wB97M-V/def2-TZVPD" total_charge=-1 homo_lumo_gap_ev=6.60
C -1.462 1.273 -2.302
C -0.198 1.460 -2.198
C -1.435 -0.511 0.017
C 1.492 -0.019 1.593
C 0.627 -1.032 0.799
N -0.178 -0.392 -0.099
S 1.391 1.533 -2.176
S -2.373 -1.549 0.890
S -2.488 0.554 -0.927
H -2.167 1.290 -3.185
H 2.264 -0.618 2.181
H 2.090 0.863 1.176
H 0.745 0.554 2.255
H 1.426 -1.630 0.352
H 0.266 -1.775 1.625



Entry x
15
Properties=species:S:1:pos:R:3 method="wB97M-V/def2-TZVPD" total_charge=-1 homo_lumo_gap_ev="5.86 / 6.14"
C -2.233 -0.162 0.889
C -1.151 0.648 0.372
C -1.195 -2.619 0.301
C 2.089 0.453 -0.136
C 0.861 0.859 -0.825
N -0.320 0.172 -0.456
S -1.151 2.158 1.068
S -0.681 -3.904 -0.543
S -2.604 -1.688 0.275
H -2.958 0.386 1.459
H 2.368 -0.679 0.007
H 2.880 0.796 -0.758
H 2.120 0.843 0.894
H 0.868 1.964 -0.717
H 1.108 0.774 -1.829



Short version: entry w is the most stable of them.